Here is a structure of composition C27H28N2P2SSn at a distorted geometry from OMol25. Energies are from ωB97M-V/def2-TZVPD.

```
61
Properties=species:S:1:pos:R:3:forces:R:3:lowdin_charge:R:1
Sn 1.353 -0.796 2.017 -0.61 0.08 -0.04 1.00
C 0.705 1.485 -1.511 0.40 -1.02 -0.54 -0.44
C -0.248 0.284 -1.543 -1.04 -0.92 -0.30 -0.37
P 0.218 -1.117 -0.390 -0.43 1.08 -1.17 0.91
C 1.537 -2.047 -1.195 0.41 0.62 -0.33 -0.42
C 1.913 -3.244 -0.610 0.32 -0.18 0.35 -0.15
C 3.018 -3.950 -1.049 0.43 0.99 -1.40 -0.04
C 3.770 -3.450 -2.140 -0.84 0.99 0.72 -0.02
C 3.441 -2.205 -2.707 -0.81 -0.57 0.94 -0.03
C 2.325 -1.500 -2.217 -0.03 -0.52 -0.59 -0.07
C -1.255 -2.146 -0.168 0.66 -0.03 -0.08 -0.39
C -2.225 -1.809 0.772 -0.68 0.30 0.33 -0.10
C -3.306 -2.672 0.982 0.27 0.04 -0.16 -0.06
C -3.365 -3.887 0.316 0.20 -0.56 -0.80 -0.04
C -2.306 -4.270 -0.548 -0.80 0.21 -0.21 -0.04
C -1.318 -3.353 -0.880 0.04 -0.34 0.27 -0.09
P 0.029 2.978 -0.704 0.51 1.12 0.04 1.07
C -1.495 3.273 -1.660 -0.64 -0.34 0.19 -0.38
C -2.502 4.106 -1.147 0.20 -0.80 -0.55 -0.12
C -3.644 4.396 -1.891 0.15 0.64 0.71 -0.07
C -3.799 3.909 -3.180 0.12 -1.02 -0.18 -0.04
C -2.817 3.015 -3.664 -0.61 0.22 -0.15 -0.06
C -1.700 2.696 -2.928 1.15 0.47 0.71 -0.11
C -0.508 2.366 0.951 -1.28 0.57 -0.45 -0.38
C -1.834 2.411 1.368 -0.58 -1.29 0.45 -0.06
C -2.202 1.978 2.666 0.98 0.64 -0.70 -0.03
C -1.213 1.655 3.590 -0.25 0.00 -0.13 -0.06
C 0.125 1.702 3.211 -0.17 0.16 -0.36 -0.19
C 0.440 2.088 1.925 0.63 -0.67 -1.01 -0.22
H 0.927 1.725 -2.582 0.24 0.15 1.06 0.09
H 1.659 1.171 -1.018 -0.51 0.60 -0.45 0.07
H -0.385 -0.141 -2.595 0.37 0.19 1.41 0.13
H -1.292 0.561 -1.251 0.76 -0.17 -0.06 0.09
H 1.318 -3.585 0.219 -0.12 -0.52 0.26 0.10
H 3.308 -4.865 -0.598 0.11 -0.71 0.37 0.11
H 4.634 -3.964 -2.504 0.26 -0.39 -0.10 0.11
H 4.010 -1.800 -3.527 0.11 0.03 -0.10 0.11
H 2.015 -0.599 -2.736 0.14 0.05 0.22 0.10
H -2.279 -0.829 1.283 0.51 -0.57 -0.25 0.11
H -4.091 -2.396 1.675 -0.03 0.08 -0.13 0.12
H -4.287 -4.500 0.347 0.89 0.22 0.38 0.13
H -2.299 -5.255 -1.028 -0.23 0.48 0.10 0.12
H -0.606 -3.559 -1.693 -0.26 -0.07 0.65 0.12
H -2.472 4.408 -0.115 0.21 0.61 0.00 0.09
H -4.343 5.042 -1.340 -0.11 -0.33 -0.85 0.12
H -4.705 4.068 -3.780 0.51 0.17 0.38 0.12
H -2.929 2.507 -4.612 -0.20 0.27 -0.16 0.11
H -0.883 2.069 -3.318 -0.88 0.24 -0.17 0.09
H -2.642 2.641 0.675 0.33 -0.08 0.20 0.10
H -3.253 1.970 2.901 -0.10 -0.06 0.33 0.12
H -1.461 1.424 4.600 -0.25 -0.27 0.51 0.11
H 0.972 1.521 3.843 -0.05 -0.05 0.83 0.08
H 1.460 2.154 1.601 0.74 0.19 0.13 0.07
N 4.476 -1.388 3.676 -0.13 1.54 0.87 0.15
C 4.190 -0.213 3.105 0.23 0.92 0.79 -0.88
N 4.216 0.971 3.794 0.37 -1.76 -0.53 0.14
S 3.791 -0.178 1.424 -0.58 0.06 -0.45 0.56
H 4.721 -1.463 4.658 0.00 0.16 -0.10 0.14
H 4.317 -2.261 3.222 0.06 -0.23 -0.68 0.11
H 4.683 1.005 4.694 -0.18 0.08 -0.01 0.13
H 4.092 1.864 3.315 0.13 -0.69 0.00 0.13
```
Forces are in eV/Å.

Calculated values
* ΔE to the lowest compared entry with this formula, charge and spin: 0.0 kcal per mole
* HOMO-LUMO gap: 0.21617 Eh
* charge: +2
* electronic energy: -2449.85110 a.u.

***

Here is an isolated molecule of C4H7NO4S at a distorted geometry from OMol25. Energies are from ωB97M-V/def2-TZVPD.

```
17
Properties=species:S:1:pos:R:3:forces:R:3:lowdin_charge:R:1
O 3.699 1.428 -0.481 1.53 1.32 -0.64 0.11
N 2.674 1.121 0.048 0.45 -1.72 -0.75 -0.46
O 2.443 1.168 1.222 -0.73 0.86 1.43 0.08
C 1.798 0.333 -0.777 -5.22 -0.79 -0.24 -0.13
C 0.034 0.866 -0.615 2.49 1.16 -1.94 -0.09
C -0.733 -0.266 -0.025 -0.85 -0.39 2.10 -0.28
C 0.160 -0.933 1.079 -0.05 -0.31 -1.10 -0.20
S 1.576 -1.363 0.034 0.62 1.81 -0.02 0.67
O 1.149 -2.174 -1.051 -0.60 -0.85 -0.71 -0.29
O 2.776 -1.658 0.736 0.39 -0.45 0.68 -0.28
H 2.097 0.168 -1.850 -0.08 0.50 1.44 0.15
H -0.368 0.870 -1.654 0.85 0.88 0.49 0.10
H -0.016 1.928 -0.145 0.23 -2.15 -0.59 0.14
H -1.601 0.076 0.554 -0.01 0.31 -0.41 0.12
H -1.161 -0.910 -0.852 0.98 0.15 1.36 0.14
H 0.545 -0.277 1.889 -0.44 -0.08 -0.85 0.11
H -0.338 -1.793 1.533 0.44 -0.24 -0.25 0.11
```
Forces are in eV/Å.

Calculated values
* ΔE to the lowest compared entry with this formula, charge and spin: 103.2 kcal per mole
* HOMO-LUMO gap: 0.38852 Eh
* charge: 0
* electronic energy: -910.34638 a.u.

***

Here is an isolated molecule of C3H6O2 from OMol25. Energies are from ωB97M-V/def2-TZVPD.

```
11
Properties=species:S:1:pos:R:3:forces:R:3:lowdin_charge:R:1
C 1.139 -0.879 -0.438 0.04 0.03 -0.09 -0.01
C 0.262 -0.148 0.551 -0.19 -0.42 0.30 -0.42
O 0.016 -0.661 1.625 0.21 0.37 -0.17 0.07
C -0.577 1.061 0.134 0.21 0.13 0.04 -0.19
O -1.781 0.476 -0.340 -0.16 -0.15 0.11 -0.05
H 2.116 -1.089 0.009 -0.17 0.13 -0.06 0.09
H 1.254 -0.354 -1.386 0.04 -0.01 0.09 0.08
H 0.661 -1.848 -0.620 0.10 0.15 -0.03 0.09
H -0.170 1.654 -0.688 0.10 -0.19 0.09 0.12
H -0.750 1.721 0.998 0.05 -0.25 -0.12 0.12
H -2.013 -0.198 0.316 -0.24 0.20 -0.15 0.09
```
Forces are in eV/Å.

Calculated values
* ΔE to the lowest compared entry with this formula, charge and spin: 24.9 kcal per mole
* HOMO-LUMO gap: 0.39556 Eh
* charge: 0
* electronic energy: -268.36556 a.u.